Below is a 11-piece molecular cluster, C29H86N16O11 overall in a non-equilibrium geometry, with properties calculated with ωB97M-V/def2-TZVPD.

Last column: Mulliken charge in e.
Element x y z (Å)
H 10.9348 6.0007 1.0247  0.18
H 11.3889 3.7896 -0.8075  0.25
N -1.6555 -1.3477 -5.9210  -0.35
H 15.5090 5.3408 1.5000  0.27
H -0.7780 -1.5907 -6.3580  0.19
C -9.9995 1.7784 2.6656  -1.39
C -8.1658 -5.6653 -1.4546  -0.77
H -12.1359 1.4418 0.1397  0.28
H -7.5186 -3.9522 0.8437  0.24
N -3.7388 -1.5806 -5.8088  -0.37
C 2.6933 0.1737 5.1465  0.62
H -5.0811 -4.0744 -0.6855  0.37
H 8.4635 -1.3374 -7.1568  0.18
O 7.2496 0.6785 -5.1291  -0.64
H 4.3533 -5.5909 -3.9045  0.38
C -8.4468 -7.5035 -2.9743  -0.75
H 0.2164 -0.8340 -1.8532  0.33
C 5.1450 -5.9069 -4.5838  -1.48
C -7.2648 -4.3843 -1.1902  0.27
C -2.6613 -2.0351 -6.3602  0.64
O 7.7218 -7.0431 -2.1008  -0.38
C -5.7906 -4.9017 -0.7019  -1.32
H 2.3235 0.7552 7.1239  0.18
H -10.6057 1.4728 3.5184  0.35
C 6.4385 -6.8808 -2.7554  -0.67
H -3.7643 -0.6926 7.7131  0.25
N 1.7701 9.1861 -1.2993  -0.40
N -1.0184 5.0712 3.6268  -0.33
H -7.2498 -3.6787 -2.0208  0.40
H -9.5501 2.5967 -2.3347  0.31
H -9.2563 3.5310 0.3727  0.35
O -4.0227 -2.5763 5.4369  -0.37
N -2.5592 5.9431 2.5034  -0.45
H 7.4585 -5.9315 -0.3169  0.29
H 5.6943 0.3820 -7.1665  0.23
N 2.1502 1.9402 -1.1118  -0.64
H -2.7132 -0.9443 5.2676  0.28
C 12.2696 4.5505 1.6443  -0.74
H 7.0721 -7.5782 -5.2711  0.27
H 1.8212 9.2749 -2.3041  0.19
H -3.5544 6.0868 2.4087  0.23
H 2.4799 -1.8028 4.9155  0.21
H -0.1467 2.9435 -1.2751  0.37
H -6.2202 -1.8332 8.7800  0.25
H -3.4682 -2.6620 9.4479  0.43
C 9.6739 4.2636 1.2586  -1.38
H -11.0989 0.3092 0.6689  0.24
N 8.4692 -0.5966 -6.4703  -0.43
H 14.9109 3.7956 1.1054  0.32
H 2.4478 6.2322 -1.3293  0.22
N 2.3117 -1.0210 5.5324  -0.41
C -4.3993 -1.5782 7.6884  0.47
H -11.4656 3.0282 1.6434  0.26
H -5.1298 -0.8246 9.3704  0.25
C 7.3524 -0.0073 -6.1092  0.62
H -9.2507 2.4585 3.0716  0.36
H -4.5270 -3.6026 8.4384  0.32
H 14.8239 4.3029 2.7594  0.31
O -8.1694 -6.1070 -2.8841  -0.34
H -9.3350 0.9472 2.4297  0.31
C -4.9580 -1.8961 6.2518  -0.71
H 2.3560 7.4570 -2.6388  0.15
H -5.4546 -1.0455 5.7849  0.38
H -2.8808 1.4144 -0.8256  0.32
H -7.2957 -2.6322 -0.0290  0.25
C 14.6937 4.6571 1.7368  -0.75
H 12.0135 4.5272 2.7035  0.33
H 9.6878 3.1741 1.2282  0.33
C -0.3107 1.8659 -1.2766  -0.77
H -9.5518 4.3984 -2.0698  0.27
H 9.1677 -0.5714 -5.7411  0.23
N 11.1476 4.7313 -0.5336  -0.63
H 8.7665 4.6293 0.7780  0.40
N 7.3901 -6.6733 -4.9547  -0.77
H 12.4930 3.5204 1.3668  0.34
H 3.0727 1.6485 -1.4018  0.27
H -5.8467 -5.1538 0.3570  0.39
H 2.1217 1.6460 -0.1460  0.25
H -5.8151 -2.5507 6.4099  0.34
C -10.1393 3.4805 -2.0900  -0.73
H -3.3611 1.6252 -2.5737  0.20
N -11.6179 1.1293 0.9485  -0.72
H -9.1795 -5.5549 -1.0696  0.40
H 1.7672 -1.0170 6.3831  0.17
H 1.2215 -0.5647 -0.4650  0.33
H 6.0547 -7.8174 -3.1597  0.39
H 1.0659 1.3839 -2.7992  0.29
H 7.6981 -4.9091 -1.6945  0.28
H -3.6723 -0.6911 -5.3348  0.13
H -1.8532 -0.6659 -5.2026  0.15
N 6.4556 -0.2623 -7.0069  -0.34
H -1.8336 5.9425 1.8009  0.20
C -10.7346 2.2593 1.3933  0.38
H -2.7442 2.9630 -1.7952  0.31
H 1.1724 9.8317 -0.8033  0.25
H -0.4132 1.6211 -0.2194  0.36
O -10.7679 3.2041 -0.8446  -0.32
C -3.2213 -1.6661 4.6281  -0.66
N -5.5338 -1.1462 8.5024  -0.72
O -1.3335 1.5581 -2.2111  -0.25
O 1.5321 7.7408 0.3433  -0.65
H 5.0384 -5.0338 -5.2275  0.36
H 10.2805 4.8946 -1.0252  0.25
H 6.8383 -4.9357 -3.8095  0.36
H -7.7598 -6.4517 -0.8183  0.34
H -0.5878 4.5705 4.3910  0.21
C -3.8106 -2.7813 8.4200  -1.30
H 8.1754 -6.9613 -4.3886  0.30
H -5.4200 -5.7085 -1.3342  0.30
H -10.7527 3.5720 -2.9863  0.28
C 1.8357 8.0389 -0.7727  0.64
H -7.6329 -8.1182 -2.5899  0.30
N 2.2629 7.1621 -1.6773  -0.40
C -2.6515 1.8770 -1.7856  -0.73
O 13.4810 5.3292 1.4375  -0.32
N 2.5426 1.0679 6.1889  -0.43
H -4.6365 -1.8898 -6.1533  0.22
N -7.7562 -3.5310 -0.0430  -0.68
C 1.1210 -0.3233 -1.5232  -1.30
H 3.0246 1.9496 6.0868  0.23
H -9.2972 -7.7703 -2.3469  0.31
H -2.3964 -2.2372 4.2020  0.25
C 6.5339 -5.9641 -4.0040  0.43
H -9.2883 1.9071 -0.2550  0.36
H -0.5804 5.7024 2.9712  0.17
H 1.9876 -0.6815 -2.0789  0.33
H 5.7190 -6.4828 -2.0397  0.32
C -9.9218 2.6978 0.1468  -0.59
H -2.9288 -3.0641 7.8450  0.26
H 6.8294 -0.8693 -7.7223  0.16
O 3.1933 0.3052 4.1176  -0.56
H 9.0341 -5.8345 -1.0152  0.27
H -8.8108 -7.8520 -3.9408  0.28
H 9.6131 4.5548 2.3072  0.34
H -3.8758 -1.1875 3.8995  0.29
C 1.0436 1.2221 -1.7215  0.33
O -2.6396 -2.9878 -7.0504  -0.62
C 10.9904 4.9297 0.8296  0.50
H 4.8632 -6.7951 -5.1493  0.32
C 7.9762 -5.8758 -1.2745  -0.68
O -3.1129 4.5964 4.2282  -0.68
C -2.2847 5.1584 3.5248  0.66

**Energy relative to the best compared isomer or geometry (same formula, charge and spin)**: 208.6 kcal per mole
**HOMO-LUMO gap**: 8.85 eV
**SMILES**: COC[C@H](C)N.COC[C@H](C)N.COC[C@H](C)N.COC[C@H](C)N.COC[C@H](C)N.COC[C@H](C)N.NC(N)=O.NC(N)=O.NC(N)=O.NC(N)=O.NC(N)=O
**Net charge**: 0
**E_LUMO**: 0.001 Eh